(1)
This record from the OMol25 dataset describes an isolated molecule of C18H27N3O3S. The level of theory is ωB97M-V/def2-TZVPD.

Calculated values
SMILES string: COC(=O)[C@H](CCSC)NC(=O)N1CCN(Cc2ccccc2)CC1
E_LUMO (eV): 0.69
HOMO level (eV): -8.2
ΔE to the lowest compared entry with this formula, charge and spin (kJ/mol): 58.4
M (g mol⁻¹): 365.499

Structure (XYZ):
```
52
Properties=species:S:1:pos:R:3:forces:R:3:nbo_charge:R:1
C -5.997722 -2.171117 -2.023200 -0.02 -0.17 -0.38 -0.262
O -5.349967 -1.603170 -0.890241 -0.11 0.16 0.35 -0.498
C -4.037601 -1.429403 -0.986317 0.41 0.01 0.17 0.795
O -3.379918 -1.729691 -1.952094 -0.09 -0.03 -0.17 -0.615
C -3.452555 -0.800090 0.266050 -0.19 0.10 0.38 -0.144
C -4.077412 0.581289 0.531717 0.07 -0.21 -0.18 -0.411
C -3.775570 1.557838 -0.593799 -0.28 0.44 0.32 -0.532
S -4.588630 3.170231 -0.354419 0.13 -0.02 -0.06 0.181
C -3.580170 3.840109 0.997786 -0.26 -0.36 -0.33 -0.740
N -2.017238 -0.713153 0.111011 0.02 -0.14 -0.35 -0.661
C -1.230162 -1.104888 1.175027 -0.08 0.08 -0.23 0.797
O -1.708709 -1.288150 2.281242 -0.24 -0.02 0.38 -0.680
N 0.099324 -1.258398 0.924123 0.25 -0.09 0.08 -0.457
C 0.821713 -0.849878 -0.260637 0.18 0.29 -0.14 -0.231
C 1.761407 0.323789 0.078224 -0.18 -0.09 -0.22 -0.234
N 2.659252 0.045246 1.180675 0.12 0.05 0.08 -0.444
C 3.782010 -0.809792 0.829172 -0.04 0.02 0.06 -0.262
C 4.684244 -0.119207 -0.159241 0.06 -0.10 -0.06 0.061
C 5.088962 1.189737 0.074866 0.01 -0.03 0.00 -0.241
C 5.921760 1.836454 -0.818959 0.02 0.07 0.04 -0.193
C 6.364822 1.180672 -1.956323 0.06 0.00 -0.11 -0.222
C 5.966842 -0.122508 -2.196040 0.09 0.01 -0.11 -0.206
C 5.127654 -0.767365 -1.303027 -0.05 -0.01 0.11 -0.247
C 1.902355 -0.396997 2.336350 -0.16 -0.23 0.04 -0.222
C 0.978603 -1.583691 2.031907 0.05 0.09 0.36 -0.245
H -5.899659 -1.509218 -2.885797 -0.02 -0.06 0.06 0.194
H -7.042336 -2.286810 -1.747809 0.06 0.02 0.00 0.200
H -5.553460 -3.137646 -2.267923 -0.07 0.08 0.02 0.197
H -3.679337 -1.441337 1.130058 0.02 0.07 -0.26 0.260
H -5.156161 0.465478 0.643708 0.03 0.06 0.06 0.225
H -3.664427 0.950880 1.471073 -0.04 -0.05 0.03 0.221
H -4.161151 1.189574 -1.544612 0.05 -0.01 -0.10 0.219
H -2.703639 1.732291 -0.689162 0.00 -0.10 -0.09 0.220
H -3.746244 3.270047 1.906762 0.08 0.06 0.13 0.213
H -2.532602 3.814738 0.711513 0.11 0.07 0.07 0.212
H -3.901042 4.866057 1.143429 0.02 0.09 0.06 0.232
H -1.719699 -0.953870 -0.825786 0.05 -0.02 0.14 0.414
H 0.144800 -0.543103 -1.055291 0.06 -0.05 -0.01 0.211
H 1.408910 -1.704032 -0.620412 -0.09 0.05 -0.08 0.191
H 2.353008 0.589943 -0.799802 -0.07 0.05 -0.01 0.215
H 1.151753 1.187218 0.364071 -0.04 -0.01 -0.10 0.198
H 3.479975 -1.789448 0.425025 0.10 0.02 0.04 0.168
H 4.345558 -0.992773 1.750649 -0.08 -0.09 -0.04 0.211
H 4.733660 1.692981 0.961039 -0.05 0.07 0.09 0.224
H 6.229763 2.854200 -0.628609 0.03 0.08 0.02 0.211
H 7.017582 1.684573 -2.653761 0.05 0.04 -0.06 0.213
H 6.307208 -0.638887 -3.081766 0.03 -0.03 -0.07 0.212
H 4.818410 -1.785257 -1.497600 -0.06 -0.09 0.00 0.208
H 2.593942 -0.657563 3.139533 -0.01 0.02 0.03 0.202
H 1.289221 0.447388 2.667304 -0.03 -0.06 0.08 0.200
H 0.354328 -1.815076 2.895105 0.13 -0.05 -0.09 0.255
H 1.568359 -2.468227 1.765223 -0.02 0.01 0.04 0.183
```
Positions in Å, forces in eV/Å.

***

(2)
This record from the OMol25 dataset describes C18H27N7ReS as an isolated structure. The level of theory is ωB97M-V/def2-TZVPD.

Calculated values
E_LUMO (spin up / spin down) (eV): -7.72 / -7.70
2S+1: 2
HOMO level (spin up / spin down) (eV): -14.2 / -14.4
Charge: +2
Expectation value of S²: 0.931
ΔE to the lowest compared entry with this formula, charge and spin (kJ/mol): 250.1
M (g mol⁻¹): 559.737

Structure (XYZ):
```
54
Properties=species:S:1:pos:R:3:forces:R:3:mulliken_spin:R:1
Re 0.398838 0.409963 1.071537 1.45 -1.40 1.33 0.894
C -3.126507 -2.044925 1.763692 -0.06 0.05 -0.01 -0.004
C -2.111733 -1.029828 1.374214 -0.20 0.08 -0.08 0.004
N -0.882082 -1.052123 1.784342 0.06 0.23 -0.22 -0.038
N -0.479327 -2.058390 2.623100 0.16 0.41 -0.20 0.001
C 0.794700 -1.989726 2.918080 -0.01 -0.45 0.23 -0.001
N 1.289857 -2.928086 3.723439 0.09 0.09 0.03 -0.007
S 1.958291 -0.773352 2.354325 -0.65 0.36 -0.53 -0.024
C -2.463120 0.110189 0.500100 0.12 -0.08 0.12 0.055
C -3.745361 0.306496 0.027076 -0.24 -0.02 -0.05 0.005
C -4.023972 1.424613 -0.745513 -0.10 -0.01 -0.03 0.007
C -3.008907 2.323075 -1.032286 -0.03 0.03 -0.02 0.006
C -1.744850 2.067589 -0.539867 0.03 -0.28 0.09 0.023
N -1.471036 0.983605 0.204151 -0.08 0.48 -0.23 -0.055
H -2.659095 -2.864820 2.294827 0.02 -0.02 0.01 0.000
H -3.646223 -2.426967 0.883121 0.02 0.01 0.02 0.001
H -3.875936 -1.587644 2.416871 0.02 -0.02 -0.02 0.006
H 0.676883 -3.627243 4.112009 0.00 -0.01 0.00 0.000
H 2.249508 -2.900130 4.022015 0.00 -0.03 -0.01 0.000
H -4.523027 -0.403492 0.271783 0.00 0.06 -0.01 0.001
H -5.028612 1.594560 -1.113125 0.05 -0.01 0.02 0.000
H -3.188427 3.211431 -1.622553 0.00 -0.03 0.02 0.000
H -0.919506 2.738147 -0.734029 0.01 -0.02 0.00 -0.003
C 0.560072 1.958392 3.640225 -0.04 -0.05 0.08 0.045
C 1.921882 2.198062 3.535435 0.08 0.07 0.10 -0.024
C 2.197330 2.528524 2.208089 0.13 -0.01 -0.10 0.055
C 0.988659 2.559967 1.457934 -0.29 0.26 -0.30 0.047
C -0.069459 2.187363 2.374194 -0.31 -0.02 -0.12 -0.046
H 0.042932 1.636875 4.535015 0.01 -0.01 -0.06 0.003
H 2.649589 2.071416 4.324312 -0.04 0.00 -0.08 -0.003
H 3.180156 2.730226 1.800042 -0.04 -0.03 0.03 0.001
H 0.846942 3.191517 0.591322 0.02 0.00 -0.02 0.004
H -1.097936 2.504516 2.281796 -0.03 -0.03 0.05 0.010
C 2.289274 0.912035 -3.400521 0.01 -0.12 0.11 0.002
N 2.122140 0.214818 -2.116082 -0.06 0.14 -0.03 -0.005
C 2.910001 0.743807 -1.010468 0.09 -0.04 -0.11 0.034
C 1.108930 -0.624927 -1.877812 -0.04 0.05 0.26 -0.003
N 0.600208 -0.747732 -0.629429 -0.11 0.48 -0.14 0.006
N 0.586892 -1.353686 -2.877985 0.04 -0.16 -0.15 0.004
C 1.427833 -1.977419 -3.913550 -0.15 0.13 0.00 0.000
C -0.751269 -1.930461 -2.765809 0.08 0.01 0.00 0.004
H 2.399452 1.977488 -3.199529 -0.01 -0.01 0.02 -0.001
H 1.416217 0.768267 -4.027325 -0.06 -0.07 -0.03 0.000
H 3.177085 0.569424 -3.929220 0.02 -0.03 0.00 0.000
H 3.846427 1.133597 -1.404951 0.00 -0.04 -0.02 0.005
H 3.143799 -0.040317 -0.296679 -0.01 -0.05 0.04 -0.004
H 2.392656 1.567048 -0.507955 -0.01 0.03 -0.01 -0.009
H 0.030691 -1.582285 -0.555914 -0.02 -0.02 -0.06 0.007
H 2.461162 -1.676100 -3.809274 0.10 0.08 0.06 0.000
H 1.071354 -1.713728 -4.908055 0.00 0.03 0.00 0.000
H 1.378369 -3.060407 -3.800110 -0.04 -0.03 0.02 0.000
H -1.415236 -1.254761 -2.230072 0.00 0.02 0.01 -0.004
H -0.737715 -2.908016 -2.275841 0.01 -0.02 0.02 0.002
H -1.148794 -2.066443 -3.769094 0.01 0.00 -0.02 0.001
```
Positions in Å, forces in eV/Å.

***

(3)
This record from the OMol25 dataset describes C18H27N7ReS as an isolated structure. The level of theory is ωB97M-V/def2-TZVPD.

Calculated values
E_LUMO (spin up / spin down) (eV): -7.12 / -7.66
2S+1: 2
HOMO level (spin up / spin down) (eV): -13.8 / -13.9
Charge: +2
Expectation value of S²: 0.767
ΔE to the lowest compared entry with this formula, charge and spin (kJ/mol): 227.0
M (g mol⁻¹): 559.737

Structure (XYZ):
```
54
Properties=species:S:1:pos:R:3:forces:R:3:mulliken_spin:R:1
Re 0.095511 0.010077 0.306632 0.08 -0.24 -0.13 0.743
C 3.738610 1.325955 -1.818819 0.01 0.01 0.01 0.002
C 2.366958 0.941423 -1.394973 -0.05 -0.02 0.01 0.046
N 2.020899 0.709403 -0.173679 0.01 0.02 -0.02 -0.079
N 2.988936 0.843358 0.802302 -0.09 -0.06 -0.06 0.000
C 2.463620 1.024364 1.970126 0.03 0.01 0.10 0.002
N 3.221772 1.215400 3.051190 -0.10 -0.01 -0.01 -0.004
S 0.689123 1.055954 2.197579 0.08 0.15 0.13 -0.017
C 1.250670 0.860973 -2.338672 0.02 0.02 0.02 0.041
C 1.414814 1.181735 -3.671579 0.01 0.02 -0.06 0.011
C 0.320359 1.162382 -4.522324 0.07 0.02 -0.07 0.027
C -0.907728 0.811846 -4.000897 -0.08 -0.04 0.08 -0.002
C -1.006458 0.499797 -2.656211 0.12 0.04 -0.07 0.046
N 0.039297 0.520193 -1.816030 -0.08 -0.11 0.15 -0.025
H 4.451248 1.109283 -1.031291 0.01 0.00 0.00 0.001
H 3.774065 2.399313 -2.025740 -0.01 -0.01 -0.01 0.006
H 4.025191 0.800414 -2.728859 0.00 -0.01 0.01 0.001
H 4.219357 1.317467 2.948563 0.01 0.00 -0.02 0.000
H 2.808566 1.430431 3.942221 0.00 0.00 0.01 0.000
H 2.392242 1.458306 -4.037090 -0.01 0.01 -0.01 0.004
H 0.431942 1.417624 -5.567562 0.00 0.00 0.01 0.000
H -1.795778 0.775179 -4.615800 0.00 0.00 0.00 0.000
H -1.950510 0.221677 -2.229868 -0.02 0.02 0.03 0.004
C -2.333727 -1.325240 0.255069 -0.02 -0.09 -0.09 0.037
C -1.789263 -0.672671 1.361999 -0.10 0.05 0.12 -0.034
C -1.978363 0.731458 1.135116 0.05 -0.04 -0.02 0.057
C -2.877254 0.858403 0.001057 -0.02 0.00 0.01 0.026
C -3.099638 -0.382394 -0.517394 -0.01 0.02 0.03 -0.002
H -2.331166 -2.396542 0.114856 -0.01 0.06 0.00 0.007
H -1.474765 -1.141521 2.283209 0.06 0.01 -0.02 -0.003
H -1.896310 1.488445 1.901854 0.00 0.00 0.00 -0.002
H -3.276799 1.793864 -0.362279 0.02 0.00 0.00 -0.003
H -3.717773 -0.630909 -1.367674 0.01 0.00 0.00 0.000
C -1.056080 -4.726344 -0.425060 0.07 -0.02 0.01 -0.001
N -0.172325 -3.583229 -0.654128 0.00 0.01 -0.02 0.018
C -0.301798 -2.955004 -1.964543 0.04 -0.02 0.00 0.011
C 0.668524 -3.112206 0.273517 -0.11 -0.01 0.06 0.028
N 1.013474 -1.801158 0.280415 0.03 0.28 -0.16 0.045
N 1.192098 -3.922844 1.198341 0.05 -0.02 0.00 0.013
C 1.539298 -5.322892 0.931432 -0.06 0.00 0.01 0.000
C 1.719345 -3.386218 2.452630 0.02 0.00 0.00 -0.001
H -2.053502 -4.463670 -0.779672 0.00 0.00 -0.01 0.001
H -1.115724 -4.953222 0.635080 0.02 0.00 0.02 0.000
H -0.727411 -5.610003 -0.971308 0.02 -0.01 0.00 0.000
H -0.309495 -3.736954 -2.723429 0.00 -0.01 0.00 0.001
H 0.541730 -2.295340 -2.147595 0.00 0.00 0.00 -0.002
H -1.230756 -2.387506 -2.042771 -0.02 0.00 0.01 -0.003
H 1.974826 -1.674036 0.585278 0.01 -0.08 0.04 -0.003
H 1.479640 -5.533757 -0.131079 -0.04 0.01 -0.04 0.001
H 0.894436 -6.007577 1.480974 -0.01 0.00 0.00 0.000
H 2.568220 -5.483190 1.251785 0.00 0.01 0.00 0.001
H 1.175591 -2.489660 2.740302 0.00 0.01 -0.01 -0.002
H 2.786170 -3.162016 2.375511 0.00 0.00 -0.01 0.001
H 1.586654 -4.136591 3.229575 -0.01 -0.01 -0.01 0.001
```
Positions in Å, forces in eV/Å.

***

(4)
This record from the OMol25 dataset describes an isolated molecule of C18H27NO4. The level of theory is ωB97M-V/def2-TZVPD.

Calculated values
SMILES string: COC(=O)[C@H](CCCCN)[C@@H]1C(=O)C[C@H]2C1=CC(=O)CC2(C)C
E_LUMO (eV): -0.02
HOMO level (eV): -9.2
ΔE to the lowest compared entry with this formula, charge and spin (kJ/mol): 151.9
M (g mol⁻¹): 321.417

Structure (XYZ):
```
50
Properties=species:S:1:pos:R:3:forces:R:3:nbo_charge:R:1
C 1.235999 -0.424559 2.897561 0.15 -0.92 0.59 -0.274
O 0.920193 0.232722 1.657630 -0.94 -0.05 0.67 -0.501
C -0.365992 0.064706 1.279750 -1.68 -0.49 -1.08 0.811
O -1.197254 -0.703334 1.746254 1.79 0.62 0.07 -0.604
C -0.805736 1.002095 0.136484 -0.96 0.11 0.64 -0.299
C -1.927258 1.925335 0.696036 -0.30 0.06 0.18 -0.372
C -1.530108 2.827541 1.893630 1.19 -0.92 -0.96 -0.396
C -0.198684 3.584359 1.704370 -0.83 -0.66 -0.17 -0.413
C -0.126755 4.706097 2.700198 1.15 0.90 -0.76 -0.208
N 1.171168 5.366876 2.543678 0.16 0.52 -0.26 -0.849
C -1.226380 0.308476 -1.200811 0.96 -1.54 0.62 -0.370
C -2.282749 -0.787659 -1.067070 -4.15 0.51 -1.36 0.610
O -3.490781 -0.563982 -1.207685 2.02 0.03 0.85 -0.525
C -1.795101 -2.211009 -1.257413 -0.25 -1.42 1.11 -0.514
C -0.528193 -2.043773 -2.036299 1.32 0.98 -0.76 -0.280
C -0.124335 -0.594905 -1.736486 3.34 1.42 -1.43 0.156
C 1.145428 -0.115815 -2.028309 -2.81 -1.21 0.74 -0.324
C 2.183646 -1.023285 -2.510949 1.71 0.23 -0.02 0.543
O 3.354238 -0.639538 -2.544501 -1.12 -0.51 -0.17 -0.544
C 1.807067 -2.453473 -2.893524 -0.46 0.64 0.38 -0.494
C 0.714919 -3.000294 -1.965697 -0.70 -0.40 0.56 -0.010
C 0.274714 -4.391205 -2.419965 0.24 0.02 -0.11 -0.606
C 1.251754 -3.134878 -0.531496 -0.60 0.45 0.09 -0.628
H 1.360673 -1.505702 2.712280 0.00 0.46 0.10 0.196
H 2.150836 -0.020620 3.345727 -0.11 0.11 -0.69 0.203
H 0.451733 -0.309021 3.656564 -0.08 0.08 -0.48 0.201
H 0.006679 1.642221 -0.061330 1.20 0.68 -0.55 0.225
H -2.814945 1.330926 0.970896 0.37 0.11 -0.17 0.230
H -2.241964 2.606744 -0.097998 0.04 -0.17 -0.23 0.205
H -2.270404 3.593037 1.990681 -0.85 0.18 0.37 0.209
H -1.456489 2.206885 2.789273 -0.24 0.22 0.20 0.197
H -0.127010 3.977986 0.677214 0.08 -0.06 0.30 0.205
H 0.631587 2.888498 1.878657 0.05 0.20 -0.17 0.198
H -0.185885 4.330585 3.692847 -0.67 -0.56 1.04 0.165
H -0.913572 5.462782 2.534126 0.19 -0.39 0.05 0.185
H 1.951574 4.709300 2.590054 -0.38 0.39 0.24 0.355
H 1.279851 6.130179 3.207319 0.25 -0.38 -0.14 0.359
H -1.492630 1.053777 -1.989627 -0.15 -0.49 0.89 0.267
H -1.602843 -2.731339 -0.298709 -0.17 0.47 -0.15 0.247
H -2.575145 -2.817885 -1.786233 0.61 0.75 0.52 0.248
H -0.847432 -2.073857 -3.085558 0.24 0.17 -0.19 0.226
H 1.420979 0.908499 -1.813707 0.11 -0.01 -0.05 0.228
H 2.704467 -3.062810 -2.840747 0.10 -0.05 -0.01 0.237
H 1.441044 -2.467719 -3.923865 0.02 0.10 -0.08 0.228
H -0.370539 -4.847657 -1.675616 -0.27 -0.04 0.02 0.212
H 1.133500 -5.046426 -2.528203 0.25 -0.11 0.04 0.214
H -0.224016 -4.379388 -3.387372 -0.17 0.10 -0.06 0.208
H 1.492630 -2.178024 -0.086316 0.11 0.39 0.02 0.215
H 2.131357 -3.745457 -0.439789 0.48 -0.38 -0.34 0.220
H 0.506162 -3.586008 0.114048 -0.27 -0.13 0.11 0.210
```
Positions in Å, forces in eV/Å.